Entry 1:
C2H4FO3S | ωB97M-V with the def2-TZVPD basis set

## Properties
- Energy: -802.43330 Eh
- Total charge: -1
- HOMO level: -0.1776 Eh
- Structure (SMILES): O=S(=O)([O-])CCF
- Maximum force: 4.8 eV Å⁻¹
- Kohn-Sham gap: 8.80 eV

Last column: Mulliken charge in e.
Positions of all 11 atoms, in Å:
C1 0.35 0.16 1.30  -0.315
C2 0.73 0.03 -0.33  -0.573
O1 -1.54 1.10 -1.03  -0.682
O2 -0.48 -0.54 -2.47  -0.680
O3 -1.54 -1.24 -0.36  -0.713
F1 1.39 0.60 2.06  -0.304
S1 -0.83 -0.16 -1.12  1.134
H1 -0.49 0.82 1.42  0.300
H2 -0.02 -0.97 1.59  0.226
H3 1.08 1.06 -0.53  0.306
H4 1.34 -0.87 -0.53  0.301

Entry 2:
C2H4FPS | ωB97M-V with the def2-TZVPD basis set

## Properties
- Energy: -917.81971 Eh
- HOMO level (alpha / beta): -0.3419 / -0.3272 Eh
- Maximum force: 2.9 eV Å⁻¹
- Kohn-Sham gap (alpha / beta): 7.91 / 7.13 eV

Last column: Mulliken charge in e.
Positions of all 9 atoms, in Å:
C1 2.08 -0.10 -0.13  0.174
C2 -1.60 -0.33 0.14  -0.743
F1 3.20 -0.76 0.19  -0.145
P1 1.90 1.57 -0.03  -0.041
S1 -0.67 -1.90 0.00  -0.085
H1 -1.55 0.12 1.12  0.298
H2 -2.66 -0.56 0.01  0.317
H3 -1.25 0.34 -0.56  0.210
H4 0.55 1.62 -0.73  0.016

Entry 3:
C2H4FPSi | ωB97M-V with the def2-TZVPD basis set

## Properties
- Energy: -809.23596 Eh
- HOMO level: -0.3377 Eh
- Structure (SMILES): FP1=CC=1[SiH3]
- Maximum force: 4.2 eV Å⁻¹
- Kohn-Sham gap: 9.86 eV

Last column: Mulliken charge in e.
Positions of all 9 atoms, in Å:
C1 2.09 1.33 -0.09  -0.220
C2 1.32 0.35 -0.61  -0.251
F1 3.36 -0.73 0.99  -0.325
Si1 -0.39 -0.59 -0.22  0.495
P1 3.23 -0.04 -0.54  0.175
H1 2.28 2.34 0.20  0.414
H2 -0.69 -1.59 -1.28  -0.080
H3 -1.36 0.33 0.05  -0.114
H4 0.21 -1.16 0.89  -0.095

Entry 4:
C2H4FeI3O4S | ωB97M-V with the def2-TZVPD basis set

## Properties
- Energy: -2934.73449 Eh
- Total charge: -1
- Multiplicity: 5
- HOMO level (alpha / beta): -0.1837 / -0.1811 Eh
- Maximum force: 1.3 eV Å⁻¹
- Kohn-Sham gap (alpha / beta): 7.23 / 7.16 eV

Last column: Mulliken charge in e.
Positions of all 15 atoms, in Å:
Fe1 9.26 -18.80 -11.27  0.320
I1 10.10 -18.77 -13.78  -0.483
I2 6.99 -17.55 -10.70  -0.459
I3 10.80 -19.31 -9.12  -0.531
C1 10.22 -24.06 -11.21  -0.272
C2 8.82 -24.52 -11.64  -0.407
O1 8.20 -23.30 -12.03  -0.328
S1 8.53 -22.22 -10.85  0.991
O2 7.63 -22.39 -9.75  -0.554
O3 8.63 -20.95 -11.49  -0.223
O4 10.00 -22.81 -10.55  -0.237
H1 10.82 -23.82 -12.09  0.290
H2 10.66 -24.77 -10.51  0.269
H3 8.28 -24.98 -10.80  0.315
H4 8.89 -25.14 -12.53  0.310

Entry 5:
C2H4HgLiO | ωB97M-V with the def2-TZVPD basis set

## Properties
- Energy: -314.67928 Eh
- Multiplicity: 2
- HOMO level (alpha / beta): -0.2652 / -0.2682 Eh
- Maximum force: 4.4 eV Å⁻¹
- Kohn-Sham gap (alpha / beta): 6.39 / 6.07 eV

Last column: Mulliken charge in e.
Positions of all 9 atoms, in Å:
C1 -0.10 0.15 0.79  0.410
H1 -0.16 1.00 1.46  0.384
C2 -1.29 -0.25 0.08  -1.245
H2 -2.18 0.30 0.34  0.153
H3 -1.14 -0.50 -0.96  0.249
O1 0.87 -0.64 0.76  -0.755
Hg1 2.47 0.34 -1.53  0.127
Li1 -0.03 -2.33 -0.20  0.804
H4 1.54 1.92 -0.75  -0.127

Entry 6:
C2H4HgMgO | ωB97M-V with the def2-TZVPD basis set

## Properties
- Energy: -506.40591 Eh
- Total charge: +2
- Multiplicity: 3
- HOMO level (alpha / beta): -0.5644 / -0.7327 Eh
- Maximum force: 8.4 eV Å⁻¹
- Kohn-Sham gap (alpha / beta): 4.47 / 5.34 eV

Last column: Mulliken charge in e.
Positions of all 9 atoms, in Å:
O1 0.23 0.72 -0.55  -0.229
Mg1 0.31 2.86 -0.53  0.562
C1 -0.31 0.04 0.36  0.261
C2 -0.32 -1.41 0.15  -0.584
H1 -1.10 -1.21 0.90  0.236
H2 -0.38 -1.67 -0.90  0.327
H3 0.37 -2.04 0.71  0.375
Hg1 2.14 2.18 -1.25  0.717
H4 -0.95 0.53 1.10  0.335